{"formula": "C10H14N3S", "method": "ωB97M-V/def2-TZVPD", "elements": ["C", "C", "C", "C", "C", "C", "C", "C", "C", "C", "N", "N", "N", "S", "H", "H", "H", "H", "H", "H", "H", "H", "H", "H", "H", "H", "H", "H"], "positions_angstrom": [[2.72, 0.67, 0.94], [2.37, 1.32, -1.25], [-0.21, -3.12, 0.16], [-0.74, -2.54, 1.36], [0.13, -2.28, -0.89], [-0.84, -1.16, 1.42], [-0.06, -0.94, -0.87], [-0.51, -0.33, 0.31], [-2.91, 1.68, -0.01], [-1.44, 1.92, -0.29], [3.37, -0.14, 0.15], [3.22, 0.28, -1.10], [-0.54, 1.04, 0.51], [1.78, 1.90, 0.22], [2.60, 0.33, 1.90], [0.06, -4.14, 0.16], [-1.01, -3.13, 2.13], [0.34, -2.68, -1.87], [-1.36, -0.63, 2.24], [2.42, 1.72, -2.21], [0.13, -0.44, -1.78], [-3.56, 2.48, -0.32], [-3.32, 0.75, -0.31], [-3.12, 1.58, 1.13], [-1.23, 3.02, 0.10], [-1.24, 1.75, -1.37], [-0.83, 1.19, 1.43], [3.80, -0.11, -1.87]], "e_lumo_ev": -4.13, "orbital_gap_ha": 0.2717, "total_charge": 1}



{"formula": "H2NO5PS", "method": "ωB97M-V/def2-TZVPD", "elements": ["N", "O", "O", "O", "O", "O", "P", "S", "H", "H"], "positions_angstrom": [[1.68, 0.74, -0.18], [-0.37, 1.57, 1.34], [-2.71, -0.68, 0.22], [-0.96, -2.08, -0.77], [0.53, -0.84, 1.42], [-0.90, 0.35, -0.90], [0.41, 0.47, 0.79], [-1.45, -0.85, -0.35], [2.33, 0.01, -0.56], [1.42, 1.30, -1.01]], "e_lumo_ev": -2.03, "orbital_gap_ha": 0.3462}



{"formula": "C8H8ClNS", "method": "ωB97M-V/def2-TZVPD", "elements": ["C", "C", "C", "C", "C", "C", "C", "C", "N", "S", "Cl", "H", "H", "H", "H", "H", "H", "H", "H"], "positions_angstrom": [[-2.64, 2.31, -0.04], [-0.38, 0.21, 1.61], [-0.53, -1.01, 1.09], [0.41, 1.00, -0.58], [0.29, -0.46, -1.13], [-0.51, 1.31, 0.58], [-0.88, -1.17, -0.31], [-1.89, 1.17, -0.08], [-3.02, 3.39, 0.15], [-2.37, -0.30, -0.72], [-3.74, -1.69, 0.51], [0.12, 0.50, 2.63], [-0.57, -1.88, 1.78], [1.48, 1.24, -0.24], [0.18, 1.83, -1.17], [0.13, -0.55, -2.26], [1.28, -0.91, -0.99], [-0.54, 2.33, 1.07], [-0.84, -2.27, -0.73]], "e_lumo_ev": -1.10, "orbital_gap_ha": 0.2788}



{"formula": "C35H55F2MgN2OP2Si", "method": "ωB97M-V/def2-TZVPD", "elements": ["Mg", "C", "C", "C", "P", "C", "C", "C", "C", "C", "C", "C", "C", "C", "N", "C", "C", "C", "C", "C", "C", "P", "C", "C", "C", "C", "C", "C", "H", "H", "H", "H", "H", "H", "H", "H", "H", "H", "H", "H", "H", "H", "H", "H", "H", "H", "H", "H", "H", "H", "H", "H", "H", "H", "H", "H", "H", "H", "H", "H", "H", "H", "H", "H", "C", "Si", "C", "C", "N", "C", "C", "C", "C", "C", "C", "F", "H", "H", "H", "H", "H", "H", "H", "H", "H", "H", "H", "H", "H", "F", "C", "C", "O", "H", "H", "H", "H", "H", "H"], "positions_angstrom": [[0.05, -0.24, 0.17], [2.19, 4.27, 1.83], [2.02, 2.77, 1.59], [2.97, 2.29, 0.50], [0.27, 2.26, 1.19], [-0.72, 3.16, 2.47], [-2.21, 2.90, 2.23], [-0.31, 2.65, 3.85], [-0.05, 3.14, -0.38], [-0.50, 4.46, -0.47], [-0.67, 5.09, -1.69], [-0.38, 4.38, -2.85], [0.06, 3.08, -2.79], [0.22, 2.40, -1.56], [0.56, 1.07, -1.49], [1.43, 0.53, -2.41], [2.54, 1.23, -2.93], [3.48, 0.61, -3.73], [3.36, -0.75, -4.05], [2.25, -1.44, -3.59], [1.27, -0.82, -2.82], [-0.28, -1.59, -2.25], [-0.07, -3.43, -2.41], [-0.06, -4.07, -3.79], [-1.20, -4.06, -1.57], [-1.49, -1.19, -3.62], [-2.41, -0.04, -3.22], [-0.84, -0.91, -4.97], [3.24, 4.49, 2.03], [1.61, 4.62, 2.69], [1.89, 4.84, 0.95], [2.24, 2.22, 2.50], [2.78, 2.83, -0.44], [2.86, 1.22, 0.31], [4.00, 2.50, 0.79], [-0.53, 4.23, 2.40], [-2.45, 1.85, 2.38], [-2.52, 3.18, 1.22], [-2.81, 3.49, 2.94], [-0.41, 1.57, 3.91], [-0.94, 3.10, 4.62], [0.73, 2.89, 4.08], [-0.72, 5.00, 0.44], [-1.03, 6.11, -1.73], [-0.51, 4.86, -3.82], [0.26, 2.54, -3.71], [2.66, 2.27, -2.67], [4.33, 1.17, -4.09], [4.11, -1.24, -4.65], [2.15, -2.49, -3.85], [0.88, -3.63, -1.91], [-1.02, -3.91, -4.30], [0.06, -5.16, -3.69], [0.73, -3.71, -4.44], [-2.17, -3.87, -2.04], [-1.23, -3.64, -0.56], [-1.07, -5.14, -1.50], [-2.10, -2.10, -3.70], [-1.84, 0.87, -3.02], [-2.98, -0.28, -2.32], [-3.12, 0.17, -4.03], [-0.24, 0.00, -4.92], [-1.61, -0.77, -5.74], [-0.18, -1.72, -5.29], [-0.41, -2.34, 4.11], [-0.68, -2.77, 2.30], [-1.93, -4.20, 2.19], [0.92, -3.47, 1.65], [-1.21, -1.40, 1.38], [-2.50, -0.97, 1.47], [-3.50, -1.39, 2.38], [-4.79, -0.89, 2.35], [-5.19, 0.05, 1.41], [-4.23, 0.53, 0.51], [-2.97, 0.02, 0.58], [-2.02, 0.55, -0.27], [-0.09, -3.21, 4.68], [-1.32, -1.94, 4.58], [0.37, -1.58, 4.17], [-2.27, -4.53, 3.17], [-1.46, -5.06, 1.70], [-2.81, -3.93, 1.61], [1.16, -4.37, 2.22], [1.74, -2.76, 1.73], [0.83, -3.75, 0.60], [-3.24, -2.12, 3.14], [-5.51, -1.26, 3.07], [-6.20, 0.44, 1.39], [-4.46, 1.29, -0.22], [1.78, -0.74, 0.74], [4.28, -1.41, 2.90], [3.65, -0.09, 3.33], [2.25, -0.13, 3.27], [5.37, -1.37, 2.98], [4.01, -1.63, 1.87], [3.92, -2.22, 3.54], [4.05, 0.71, 2.70], [3.92, 0.14, 4.36], [2.01, -0.35, 2.33]], "e_lumo_ev": 2.74, "orbital_gap_ha": 0.2484, "total_charge": -1}



{"formula": "HI2PS2", "method": "ωB97M-V/def2-TZVPD", "elements": ["P", "S", "S", "I", "I", "H"], "positions_angstrom": [[-1.21, 1.49, -1.61], [0.71, 0.80, -1.14], [-0.92, -0.51, -4.57], [-0.99, 3.73, -2.44], [1.47, -0.25, -4.35], [0.71, -0.48, -1.10]], "e_lumo_ev": [-1.65, -2.54], "orbital_gap_ha": [0.2688, 0.2043]}



{"formula": "C59H75ClN7O14", "method": "ωB97M-V/def2-TZVPD", "elements": ["C", "C", "C", "C", "C", "C", "C", "C", "C", "C", "C", "C", "C", "C", "C", "C", "C", "O", "C", "N", "C", "C", "C", "C", "O", "Cl", "C", "H", "H", "H", "H", "H", "H", "H", "H", "H", "H", "H", "H", "H", "H", "H", "H", "H", "H", "H", "H", "H", "H", "H", "H", "H", "H", "H", "H", "H", "H", "H", "H", "H", "H", "H", "H", "H", "H", "H", "H", "H", "H", "H", "H", "H", "C", "C", "C", "C", "C", "C", "N", "O", "O", "H", "H", "H", "H", "H", "C", "C", "C", "C", "C", "C", "N", "O", "O", "H", "H", "H", "H", "H", "C", "C", "C", "C", "C", "C", "N", "O", "O", "H", "H", "H", "H", "H", "C", "C", "C", "C", "C", "C", "N", "O", "O", "H", "H", "H", "H", "H", "C", "C", "C", "C", "C", "C", "N", "O", "O", "H", "H", "H", "H", "H", "C", "C", "C", "C", "C", "C", "N", "O", "O", "H", "H", "H", "H", "H"], "positions_angstrom": [[5.01, -0.09, 0.45], [4.99, 1.39, -0.21], [5.03, 1.28, -1.81], [3.69, 1.73, -2.56], [2.33, 1.15, -1.93], [1.14, 2.26, -1.86], [0.40, 2.48, -3.27], [-1.21, 2.50, -3.18], [-1.85, 3.97, -3.18], [-3.46, 3.97, -3.46], [-4.14, 3.09, -2.29], [-5.36, 3.81, -1.53], [-5.29, 3.77, 0.07], [-5.84, 2.44, 0.77], [-6.14, 1.21, -0.21], [-4.78, 0.37, -0.42], [-4.90, -0.79, -1.55], [-5.90, -0.53, -2.56], [-5.11, -2.18, -0.78], [-4.99, -3.41, -1.64], [-4.26, -3.21, -2.94], [-2.99, -2.23, -2.85], [-1.88, -2.92, -1.87], [-0.45, -2.23, -2.12], [-0.20, -1.09, -1.67], [0.89, -3.10, -3.05], [-3.46, -0.77, -2.32], [5.29, 0.06, 1.56], [3.98, -0.59, 0.42], [5.84, -0.75, 0.01], [5.95, 1.93, 0.11], [4.12, 2.03, 0.19], [5.86, 1.99, -2.19], [5.36, 0.21, -2.10], [3.76, 1.32, -3.64], [3.62, 2.88, -2.68], [1.93, 0.33, -2.64], [2.45, 0.67, -0.90], [0.41, 1.91, -1.04], [1.66, 3.24, -1.59], [0.73, 3.48, -3.72], [0.68, 1.59, -3.96], [-1.47, 2.02, -2.16], [-1.70, 1.81, -3.96], [-1.36, 4.58, -4.01], [-1.61, 4.51, -2.19], [-3.59, 3.39, -4.45], [-3.89, 5.01, -3.58], [-3.34, 2.86, -1.49], [-4.56, 2.12, -2.76], [-6.40, 3.46, -1.89], [-5.32, 4.93, -1.82], [-4.22, 4.06, 0.41], [-5.95, 4.64, 0.45], [-5.02, 2.08, 1.50], [-6.75, 2.66, 1.44], [-6.85, 0.50, 0.36], [-6.69, 1.47, -1.18], [-3.85, 1.02, -0.55], [-4.62, -0.19, 0.58], [-6.80, -0.66, -2.16], [-6.16, -2.18, -0.35], [-4.33, -2.24, 0.05], [-4.43, -4.10, -1.10], [-5.92, -3.82, -1.83], [-4.98, -2.74, -3.71], [-3.92, -4.21, -3.38], [-2.53, -2.14, -3.89], [-1.81, -4.03, -2.11], [-2.12, -2.77, -0.76], [-3.45, -0.01, -3.18], [-2.66, -0.45, -1.55], [-7.90, -1.18, -6.38], [-9.07, -1.01, -7.11], [-9.99, -0.04, -6.73], [-9.72, 0.77, -5.63], [-8.55, 0.59, -4.89], [-7.64, -0.38, -5.27], [-10.67, 1.81, -5.24], [-11.69, 1.92, -5.90], [-10.39, 2.51, -4.28], [-7.18, -1.94, -6.68], [-9.26, -1.63, -7.98], [-10.90, 0.09, -7.31], [-8.34, 1.21, -4.02], [-6.72, -0.52, -4.70], [5.79, 2.48, 6.97], [6.08, 1.16, 6.64], [6.58, 0.86, 5.37], [6.78, 1.89, 4.45], [6.48, 3.21, 4.78], [5.98, 3.50, 6.04], [7.32, 1.57, 3.13], [7.55, 0.40, 2.87], [7.51, 2.51, 2.35], [5.41, 2.71, 7.96], [5.93, 0.37, 7.36], [6.80, -0.17, 5.12], [6.63, 4.01, 4.07], [5.75, 4.53, 6.31], [4.75, -5.39, 9.90], [3.53, -4.74, 9.75], [3.49, -3.37, 9.49], [4.69, -2.67, 9.37], [5.91, -3.31, 9.53], [5.94, -4.68, 9.79], [4.66, -1.24, 9.07], [3.57, -0.70, 8.96], [5.73, -0.66, 8.94], [4.77, -6.46, 10.10], [2.60, -5.30, 9.84], [2.53, -2.88, 9.38], [6.85, -2.77, 9.44], [6.89, -5.19, 9.91], [3.27, -3.76, -4.82], [3.76, -2.75, -5.65], [4.87, -2.99, -6.45], [5.49, -4.24, -6.41], [5.01, -5.25, -5.58], [3.90, -5.00, -4.78], [6.65, -4.50, -7.27], [7.05, -3.59, -7.98], [7.14, -5.62, -7.23], [2.40, -3.57, -4.20], [3.27, -1.79, -5.68], [5.24, -2.20, -7.09], [5.49, -6.22, -5.54], [3.51, -5.78, -4.13], [11.63, 1.28, 2.04], [10.84, 2.20, 2.72], [11.43, 3.23, 3.45], [12.82, 3.32, 3.50], [13.62, 2.39, 2.83], [13.02, 1.37, 2.10], [13.45, 4.40, 4.25], [12.72, 5.19, 4.84], [14.67, 4.47, 4.24], [11.17, 0.49, 1.46], [9.76, 2.13, 2.67], [10.80, 3.94, 3.97], [14.70, 2.45, 2.87], [13.63, 0.65, 1.58], [-11.65, -1.09, 3.97], [-11.86, -0.29, 2.85], [-10.98, -0.37, 1.77], [-9.90, -1.25, 1.82], [-9.69, -2.04, 2.95], [-10.57, -1.96, 4.02], [-8.99, -1.34, 0.68], [-9.20, -0.62, -0.28], [-8.07, -2.15, 0.75], [-12.34, -1.04, 4.80], [-12.71, 0.38, 2.81], [-11.16, 0.26, 0.90], [-8.85, -2.73, 3.00], [-10.41, -2.58, 4.90]], "e_lumo_ev": -3.37, "orbital_gap_ha": 0.2679, "total_charge": 1}



{"formula": "C6H20N4O2P", "method": "ωB97M-V/def2-TZVPD", "elements": ["C", "C", "C", "C", "C", "C", "N", "N", "N", "N", "O", "O", "P", "H", "H", "H", "H", "H", "H", "H", "H", "H", "H", "H", "H", "H", "H", "H", "H", "H", "H", "H", "H"], "positions_angstrom": [[0.39, 1.95, -1.30], [1.47, 1.88, 1.00], [3.17, -1.09, 1.06], [2.06, -2.07, -0.95], [-3.60, -0.16, -0.68], [-2.50, 1.31, 0.79], [1.21, 1.25, -0.33], [2.08, -0.95, -0.04], [-2.47, -0.05, 0.16], [1.46, 0.05, -0.53], [-0.47, -1.01, 1.30], [-1.29, -2.28, -0.52], [-0.90, -0.75, -0.21], [0.34, 1.34, -2.19], [-0.57, 2.24, -0.78], [0.82, 2.86, -1.52], [2.61, 2.16, 1.12], [0.78, 2.74, 1.11], [1.20, 1.13, 1.83], [4.22, -1.15, 0.59], [2.96, -0.27, 1.85], [2.92, -2.12, 1.43], [1.12, -2.33, -1.32], [2.80, -2.00, -1.88], [2.32, -2.92, -0.27], [-3.49, -1.06, -1.30], [-4.58, -0.33, -0.27], [-3.79, 0.89, -1.16], [-3.31, 1.37, 1.40], [-1.60, 1.35, 1.27], [-2.50, 1.97, -0.06], [-1.26, -1.47, 1.73], [-1.62, -2.50, -1.36]], "e_lumo_ev": -3.22, "orbital_gap_ha": 0.2903, "total_charge": 1}



{"formula": "C5H10BN", "method": "ωB97M-V/def2-TZVPD", "elements": ["B", "C", "C", "C", "C", "C", "N", "H", "H", "H", "H", "H", "H", "H", "H", "H", "H"], "positions_angstrom": [[0.59, 1.08, 0.78], [0.69, 3.23, -0.18], [1.65, -1.22, 0.51], [-0.12, 2.28, 0.25], [1.50, 0.12, 1.20], [-2.81, -2.14, -1.11], [-1.72, -1.72, -0.63], [0.26, 4.15, -0.55], [1.83, 3.10, 0.01], [1.79, -1.24, -0.61], [0.69, -1.75, 0.67], [-1.17, 2.37, 0.15], [1.79, 0.19, 2.25], [-2.90, -2.76, -2.02], [2.46, -1.92, 0.76], [-3.71, -1.88, -0.43], [-0.83, -1.90, -1.04]], "e_lumo_ev": [0.76, -1.62], "orbital_gap_ha": [0.2255, 0.2961], "multiplicity": 3}



{"formula": "C4H13NO", "method": "ωB97M-V/def2-TZVPD", "elements": ["C", "C", "N", "C", "C", "H", "H", "H", "H", "H", "H", "H", "H", "H", "H", "H", "H", "H", "O"], "positions_angstrom": [[-0.84, -0.01, 2.07], [0.16, 0.06, 0.89], [-0.04, -0.81, -0.27], [0.43, -2.17, -0.01], [0.66, -0.45, -1.51], [-0.27, -0.62, 2.79], [-1.60, -0.73, 1.77], [-1.49, 0.84, 2.40], [0.29, 1.13, 0.83], [1.09, -0.39, 1.24], [1.57, -2.26, 0.05], [0.07, -2.53, 0.96], [-0.05, -2.82, -0.77], [0.88, 0.65, -1.45], [0.21, -0.57, -2.58], [1.65, -0.91, -1.59], [-0.49, 4.53, -1.44], [-0.98, 3.07, -1.71], [-1.26, 4.00, -1.67]], "e_lumo_ev": 0.79, "orbital_gap_ha": 0.3461, "smiles": "CCN(C)C.O"}



{"formula": "C33H39As2FeN2O17SSi", "method": "ωB97M-V/def2-TZVPD", "elements": ["Fe", "O", "C", "C", "C", "N", "C", "C", "C", "O", "O", "C", "O", "O", "H", "H", "H", "C", "C", "C", "C", "C", "C", "C", "S", "O", "O", "N", "C", "C", "O", "O", "H", "H", "H", "H", "H", "H", "H", "H", "H", "C", "O", "C", "O", "C", "C", "As", "C", "C", "C", "As", "C", "C", "O", "O", "C", "C", "O", "O", "C", "C", "O", "O", "C", "H", "H", "H", "H", "H", "H", "H", "H", "H", "H", "H", "H", "H", "H", "H", "H", "H", "H", "C", "Si", "C", "C", "H", "H", "H", "H", "H", "H", "H", "H", "H"], "positions_angstrom": [[0.04, -0.07, 0.71], [-3.04, 2.66, 5.00], [-2.38, 1.95, 4.04], [-3.02, 1.50, 2.90], [-2.27, 0.82, 1.95], [-0.99, 0.58, 2.17], [-0.36, 1.01, 3.26], [-1.02, 1.71, 4.24], [1.09, 0.65, 3.30], [1.85, 1.04, 4.14], [1.48, -0.20, 2.30], [-2.74, 0.34, 0.58], [-3.93, 0.42, 0.32], [-1.79, -0.13, -0.13], [-3.92, 2.87, 4.68], [-4.07, 1.69, 2.69], [-0.50, 2.08, 5.11], [-1.29, 3.75, -5.68], [-1.00, 3.66, -4.20], [-1.39, 2.53, -3.49], [-1.06, 2.38, -2.15], [-0.34, 3.39, -1.51], [0.05, 4.52, -2.20], [-0.29, 4.65, -3.54], [0.15, 3.13, 0.19], [1.13, 4.15, 0.47], [-1.06, 3.15, 0.99], [0.76, 1.68, 0.22], [1.99, 1.53, -0.58], [2.29, 0.06, -0.86], [3.37, -0.27, -1.34], [1.35, -0.77, -0.54], [-0.66, 3.05, -6.23], [-1.11, 4.75, -6.06], [-2.33, 3.49, -5.89], [-1.93, 1.73, -3.98], [-1.32, 1.47, -1.63], [0.63, 5.28, -1.69], [0.03, 5.53, -4.09], [2.86, 1.96, -0.07], [1.91, 2.01, -1.56], [3.50, -3.27, -2.44], [2.26, -3.94, -2.20], [1.04, -3.33, -2.33], [0.15, -3.83, -1.64], [0.85, -2.20, -3.21], [1.75, -1.81, -4.24], [1.49, -2.80, -5.86], [1.29, -4.67, -5.29], [-0.48, -2.38, -6.02], [-1.14, -1.55, -5.19], [-0.82, -1.21, -3.20], [-2.13, -2.64, -2.79], [-2.33, -0.80, -5.65], [-3.22, -0.40, -4.93], [-2.28, -0.53, -6.98], [-3.36, 0.22, -7.53], [-1.01, -2.92, -7.30], [-0.37, -2.97, -8.32], [-2.25, -3.50, -7.32], [-2.88, -3.93, -6.12], [1.91, -0.40, -4.51], [1.34, 0.53, -3.98], [2.84, -0.06, -5.51], [4.07, -0.75, -5.55], [4.23, -3.81, -1.83], [3.46, -2.22, -2.11], [3.79, -3.32, -3.49], [2.28, -5.11, -5.14], [0.80, -5.20, -6.11], [0.71, -4.78, -4.38], [-1.85, -3.61, -3.19], [-3.09, -2.30, -3.19], [-2.21, -2.71, -1.71], [-3.66, -0.28, -8.45], [-3.01, 1.23, -7.74], [-4.20, 0.26, -6.83], [-3.52, -4.76, -6.42], [-3.50, -3.15, -5.68], [-2.16, -4.27, -5.38], [4.85, -0.01, -5.73], [4.08, -1.49, -6.36], [4.27, -1.26, -4.60], [-0.39, -2.48, 1.17], [1.04, -1.88, 2.25], [0.56, -2.23, 4.03], [2.59, -2.74, 1.73], [-0.36, -3.55, 1.43], [-0.21, -2.44, 0.10], [-1.39, -2.11, 1.40], [0.53, -3.31, 4.20], [-0.43, -1.83, 4.26], [1.28, -1.80, 4.73], [2.43, -3.81, 1.64], [3.40, -2.55, 2.45], [2.89, -2.36, 0.75]], "e_lumo_ev": [3.70, 3.70], "orbital_gap_ha": [0.1951, 0.2058], "multiplicity": 2, "total_charge": -2}



{"formula": "C5H6N", "method": "ωB97M-V/def2-TZVPD", "elements": ["C", "C", "C", "C", "C", "N", "H", "H", "H", "H", "H", "H"], "positions_angstrom": [[1.38, -0.30, -1.29], [0.29, 0.51, -1.24], [0.92, -1.62, -0.65], [0.62, -0.35, 0.17], [-1.30, 1.31, 0.66], [-0.53, 0.48, -0.20], [0.09, -2.10, -0.96], [1.65, -2.39, -0.22], [1.21, 0.17, 0.92], [-0.62, 1.83, 1.44], [-1.86, 2.02, 0.09], [-1.86, 0.45, 1.27]], "e_lumo_ev": -6.57, "orbital_gap_ha": 0.3176, "total_charge": 1}